(1)
C54H28F4IN9O5Ti | ωB97M-V/def2-TZVPD

* relative energy (zero: lowest compared OMol25 entry of this formula, charge and spin): 79.9 kJ/mol
* orbital gap: 4.873 eV
* lowest unoccupied orbital energy: 2.76 eV
* net charge: -2
* HOMO: -2.11 eV

Last column: Mulliken charge in e.
Geometry (Å):
1 Ti -0.579 0.276 -0.901  -2.5092
2 O -4.076 1.457 -3.104  -0.8168
3 C -3.746 2.753 -3.231  0.3743
4 C -4.381 3.482 -4.241  -0.6258
5 C -4.081 4.814 -4.436  -0.3172
6 C -3.144 5.456 -3.626  -0.8044
7 C -2.507 4.736 -2.637  -0.2760
8 C -2.786 3.384 -2.427  0.2597
9 C -2.016 2.609 -1.431  1.0189
10 O -2.368 1.385 -1.140  -0.9393
11 N -0.935 3.152 -0.933  -0.8673
12 N -0.387 2.188 -0.063  1.3695
13 C -0.147 2.567 1.133  -0.9532
14 C 0.027 1.664 2.242  0.8854
15 C 0.287 2.180 3.518  -0.8496
16 C 0.183 1.383 4.635  -0.9964
17 C -0.233 0.055 4.491  -0.8004
18 C -0.496 -0.477 3.250  -0.4724
19 C -0.332 0.308 2.101  0.3566
20 O -0.556 -0.216 0.916  0.5107
21 H -3.544 1.089 -2.361  0.3415
22 H -5.101 2.964 -4.861  0.4476
23 H -4.578 5.361 -5.228  0.4096
24 H -2.909 6.501 -3.782  0.4228
25 H -1.759 5.198 -2.007  0.4054
26 H -0.217 3.633 1.343  0.3800
27 H 0.552 3.228 3.612  0.4099
28 H 0.385 1.786 5.619  0.3855
29 H -0.354 -0.569 5.368  0.5111
30 H -0.817 -1.504 3.127  0.5547
31 C 3.279 0.518 -2.927  -1.2748
32 C 3.884 -0.714 -2.708  -1.1322
33 C 3.335 -1.574 -1.775  0.0522
34 C 2.190 -1.222 -1.054  -0.0312
35 C 1.523 -0.014 -1.304  1.1942
36 C 2.118 0.840 -2.246  1.0832
37 C 1.773 -2.184 0.013  0.2419
38 C 1.180 -3.420 -0.360  -0.6093
39 C 0.780 -4.286 0.609  -0.9519
40 C 1.022 -3.957 1.964  1.1601
41 C 0.636 -4.796 3.037  -0.6945
42 C 0.926 -4.449 4.326  -0.7873
43 C 1.619 -3.248 4.597  -0.4791
44 C 1.985 -2.412 3.579  -0.2898
45 C 1.682 -2.740 2.236  -0.2857
46 N 2.029 -1.853 1.255  -0.1340
47 H 3.698 1.214 -3.645  0.5446
48 H 4.771 -0.999 -3.261  0.3789
49 H 3.798 -2.537 -1.582  0.4840
50 H 1.637 1.784 -2.475  0.3444
51 H 0.999 -3.624 -1.408  0.5376
52 H 0.270 -5.208 0.353  0.4195
53 H 0.099 -5.711 2.815  0.3536
54 H 0.619 -5.089 5.143  0.4078
55 H 1.842 -2.981 5.623  0.4204
56 H 2.485 -1.469 3.765  0.4265
57 F -2.630 -1.995 1.501  -0.2982
58 C -2.927 -3.290 1.736  0.6167
59 C -3.290 -3.633 3.021  0.1306
60 F -3.299 -2.641 3.931  -0.4306
61 C -3.616 -4.939 3.414  0.5340
62 C -3.531 -5.848 2.350  0.2400
63 C -3.152 -5.502 1.069  0.2249
64 F -3.094 -6.496 0.159  -0.4090
65 C -2.828 -4.203 0.688  0.3248
66 C -2.374 -3.827 -0.662  -0.3295
67 C -1.803 -2.615 -0.924  0.6594
68 N -1.272 -1.615 -1.232  -0.2682
69 C -2.242 -4.749 -1.736  0.1195
70 N -2.131 -5.463 -2.637  -0.7355
71 F -3.839 -7.143 2.557  -0.3876
72 C -3.991 -5.310 4.763  0.0961
73 C -4.287 -4.359 5.767  0.2112
74 N -4.557 -3.633 6.630  -0.7708
75 C -4.076 -6.654 5.191  0.0445
76 N -4.144 -7.735 5.607  -0.7611
77 N 7.331 1.938 -2.300  -0.5572
78 C 6.361 2.053 -1.694  -0.0367
79 C 5.153 2.214 -0.927  0.3653
80 C 4.390 3.367 -1.065  -0.4080
81 C 3.236 3.473 -0.304  -0.5474
82 N 2.838 2.534 0.546  -0.1927
83 C 3.559 1.421 0.648  0.0333
84 C 4.731 1.212 -0.065  -0.2703
85 H 4.681 4.150 -1.751  0.4552
86 H 2.599 4.347 -0.393  0.4035
87 H 3.172 0.649 1.305  0.3591
88 H 5.276 0.284 0.032  0.4239
89 I -1.050 5.326 -8.023  0.0132
90 C -0.917 3.689 -6.726  -0.0174
91 C -1.279 2.428 -7.180  -0.4844
92 C -1.210 1.356 -6.304  -0.7093
93 C -0.795 1.539 -4.991  0.4831
94 C -0.434 2.807 -4.556  0.2442
95 C -0.491 3.889 -5.424  -1.0792
96 C -0.771 0.344 -4.067  -0.2774
97 O -0.958 -0.771 -4.504  -0.7178
98 O -0.564 0.646 -2.820  0.8090
99 H -1.618 2.287 -8.197  0.3753
100 H -1.485 0.357 -6.617  0.5040
101 H -0.142 2.954 -3.523  0.4049
102 H -0.227 4.880 -5.079  0.4185

Cartesian forces, eV/Å:
Ti -0.235 -0.917 -0.144
O 0.002 0.050 -0.008
C 0.015 -0.053 -0.042
C 0.010 -0.026 0.007
C 0.003 0.015 -0.004
C -0.004 -0.009 -0.020
C -0.027 0.012 0.046
C -0.169 -0.046 0.082
C 0.437 0.155 -0.113
O 0.092 0.043 -0.124
N -0.143 -0.034 0.157
N -0.027 0.133 -0.020
C 0.194 0.000 0.000
C -0.073 -0.038 0.005
C 0.007 0.007 -0.002
C -0.002 0.027 0.013
C 0.004 -0.015 0.037
C 0.075 -0.041 -0.005
C 0.131 0.045 0.053
O -0.083 0.203 -0.439
H 0.002 0.005 -0.008
H 0.006 0.014 -0.006
H 0.006 -0.005 0.000
H -0.006 -0.009 0.006
H -0.006 -0.004 -0.002
H 0.008 0.018 -0.001
H 0.004 -0.007 -0.004
H 0.003 0.003 -0.010
H -0.013 -0.009 -0.017
H -0.003 0.071 0.039
C -0.017 -0.009 -0.014
C -0.004 -0.016 -0.059
C 0.014 0.032 0.089
C 0.104 0.108 0.199
C -0.138 0.057 -0.251
C 0.008 -0.019 0.084
C -0.058 0.010 -0.053
C -0.107 0.023 -0.013
C 0.020 0.069 -0.052
C -0.007 -0.016 0.046
C -0.027 -0.004 -0.011
C -0.015 -0.035 0.008
C 0.017 0.034 -0.039
C 0.038 -0.003 0.015
C 0.011 0.017 -0.067
N 0.049 -0.098 -0.012
H -0.008 -0.017 0.005
H 0.004 0.011 0.012
H 0.015 0.013 0.000
H -0.016 0.028 -0.008
H 0.004 0.018 0.018
H 0.011 -0.016 0.040
H -0.018 0.003 0.018
H -0.023 0.014 -0.006
H -0.005 0.000 -0.010
H -0.006 -0.023 0.006
F -0.108 -0.076 -0.004
C 0.003 0.023 -0.036
C 0.030 0.007 0.025
F 0.015 0.023 0.009
C -0.002 -0.019 0.067
C -0.028 -0.060 0.029
C 0.045 -0.057 -0.059
F -0.017 0.026 0.036
C 0.075 -0.039 -0.004
C 0.255 0.011 0.144
C 0.003 -0.044 -0.269
N -0.183 0.363 0.363
C -0.260 -0.041 -0.083
N 0.072 0.042 0.079
F 0.001 0.017 -0.015
C 0.027 0.033 -0.063
C -0.031 -0.015 0.004
N 0.029 -0.036 -0.052
C 0.024 -0.016 0.038
N 0.004 0.072 -0.029
N 0.028 -0.004 -0.024
C -0.019 0.000 0.006
C 0.017 -0.006 0.050
C -0.038 0.019 0.006
C 0.151 -0.058 -0.060
N -0.118 0.134 0.137
C -0.025 -0.064 0.051
C -0.006 0.034 0.026
H 0.005 -0.005 0.000
H 0.019 -0.002 0.023
H 0.014 0.014 -0.005
H 0.009 0.012 -0.006
I -0.005 0.022 -0.012
C -0.007 -0.104 0.050
C -0.007 0.031 -0.008
C 0.004 -0.001 -0.010
C 0.071 0.026 0.011
C -0.043 -0.003 -0.008
C 0.006 0.061 0.017
C -0.103 -0.011 0.059
O 0.059 -0.053 0.015
O -0.043 -0.015 0.129
H 0.005 -0.003 0.003
H 0.000 0.011 -0.008
H 0.023 0.000 -0.046
H -0.005 -0.015 -0.002

=====

(2)
C6H9N | ωB97M-V/def2-TZVPD

* relative energy (zero: lowest compared OMol25 entry of this formula, charge and spin): 305.4 kJ/mol
* orbital gap: 9.325 eV
* lowest unoccupied orbital energy: 1.18 eV
* net charge: 0
* HOMO: -8.15 eV

Last column: Mulliken charge in e.
Geometry (Å):
1 C -1.499 -0.565 -0.592  -0.4291
2 C -0.525 -1.485 0.032  -0.5098
3 C 1.392 -0.165 0.813  -0.5493
4 C 1.385 1.153 -0.081  -0.3260
5 C 0.209 1.470 -0.537  -0.5350
6 C -0.836 0.713 0.032  0.0230
7 H -1.652 -0.472 -1.741  0.3102
8 H -2.465 -0.771 0.021  0.2106
9 H 0.267 -1.731 -0.699  0.3036
10 H -0.832 -2.339 0.605  0.2865
11 H 1.746 0.295 1.761  0.2451
12 H 1.971 -1.007 0.516  0.3444
13 H 2.356 1.638 -0.449  0.3163
14 H -0.026 2.321 -1.249  0.3177
15 H -1.436 1.299 0.739  0.2443
16 N -0.056 -0.355 0.830  -0.2526

Cartesian forces, eV/Å:
C -4.158 1.293 -1.340
C 2.312 1.009 -0.997
C -1.578 4.893 0.440
C 4.202 -1.272 -1.114
C -0.184 2.985 -2.815
C -0.588 -3.984 2.754
H 0.009 -0.711 2.032
H 0.994 0.765 -1.754
H -0.185 -0.566 0.202
H -0.380 -0.453 0.012
H 0.081 -1.115 0.028
H 0.391 -0.554 -0.492
H -1.521 -0.596 0.791
H 0.585 -0.983 1.024
H -0.305 -0.055 -0.488
N 0.325 -0.655 1.717

=====

(3)
C6H7ClO4 | ωB97M-V/def2-TZVPD

* relative energy (zero: lowest compared OMol25 entry of this formula, charge and spin): 0.0 kJ/mol
* orbital gap (alpha / beta): 4.989 / 4.989 eV
* lowest unoccupied orbital energy (alpha / beta): 6.25 / 6.25 eV
* net charge: -2
* HOMO (alpha / beta): 1.26 / 1.26 eV

Last column: Mulliken charge in e.
Geometry (Å):
1 C 3.361 1.800 0.188  0.5465
2 C 2.566 -1.351 0.868  0.2443
3 C -0.315 -1.426 0.049  -1.2639
4 C -0.200 1.031 -0.629  -1.3239
5 C 0.436 -0.118 0.248  0.3252
6 C 1.920 -0.288 -0.009  0.0054
7 O 2.981 2.170 1.262  -0.3574
8 O 3.532 -2.015 0.483  -0.7618
9 O 4.008 1.758 -0.824  -0.4157
10 O 2.071 -1.441 2.052  -0.7730
11 Cl 2.209 -0.651 -1.765  -0.3349
12 H -0.268 -1.603 -1.068  0.2498
13 H 0.347 -2.292 0.486  0.3294
14 H -1.389 -1.394 0.453  0.3212
15 H 0.069 0.997 -1.702  0.2486
16 H 0.013 2.039 -0.104  0.2270
17 H -1.305 0.915 -0.545  0.4207
18 H 0.289 0.199 1.235  0.3125

Cartesian forces, eV/Å:
C -0.552 -1.546 -0.250
C -0.774 0.745 1.345
C 0.504 -1.601 -0.532
C -0.432 0.437 1.426
C -0.051 0.563 -2.159
C 0.894 0.513 0.484
O 0.850 0.347 -1.308
O 1.034 -0.670 -0.860
O -0.914 0.628 1.782
O -0.201 0.258 -0.449
Cl -0.072 -0.182 -0.479
H -0.640 -0.038 0.980
H -1.669 1.586 -0.360
H 1.350 -0.293 -0.582
H 0.110 0.156 0.717
H 0.047 -1.341 -1.204
H 0.310 0.089 -0.218
H 0.206 0.350 1.668

=====

(4)
C7H10O2 | ωB97M-V/def2-TZVPD

* relative energy (zero: lowest compared OMol25 entry of this formula, charge and spin): 342.7 kJ/mol
* orbital gap: 9.163 eV
* lowest unoccupied orbital energy: 0.43 eV
* net charge: 0
* HOMO: -8.73 eV

Last column: Mulliken charge in e.
Geometry (Å):
1 C 1.613 -1.982 0.202  -1.0529
2 C 0.215 -1.562 0.563  0.5581
3 C 0.157 -0.073 1.266  -0.0377
4 O -0.737 -2.300 0.577  -0.5492
5 O 1.138 0.335 1.863  -0.5648
6 H -0.865 -0.041 1.674  0.4430
7 H 1.967 -2.711 0.931  0.3377
8 H 1.603 -2.444 -0.784  0.2857
9 H 2.304 -1.143 0.229  0.3092
10 C -0.837 2.456 0.325  -1.1587
11 C -0.046 1.358 -0.333  0.0161
12 C -1.123 -0.443 -1.882  -0.9014
13 C -0.588 0.324 -0.988  0.3274
14 H 0.981 1.616 -0.578  0.3329
15 H -1.868 2.148 0.488  0.3336
16 H -0.812 3.361 -0.282  0.3879
17 H -0.392 2.648 1.305  0.3202
18 H -1.283 -1.502 -1.735  0.3325
19 H -1.426 -0.044 -2.843  0.2803

Cartesian forces, eV/Å:
C 0.011 -0.021 -0.331
C 1.013 1.042 1.089
C 0.291 -3.814 1.666
O 0.005 0.608 -0.106
O -0.319 0.340 -0.617
H -0.350 1.009 -0.256
H -0.111 -0.102 -0.008
H 0.067 -0.092 0.014
H -0.078 0.072 -0.063
C 0.037 -0.586 0.669
C -1.157 -0.051 -2.113
C -0.104 -0.794 0.126
C 0.540 2.411 -0.472
H 0.157 -0.427 0.371
H -0.044 0.071 -0.113
H 0.079 -0.043 0.026
H -0.032 0.269 -0.055
H -0.053 -0.101 0.143
H 0.044 0.208 0.030

=====

(5)
C4H11AlNO | ωB97M-V/def2-TZVPD

* relative energy (zero: lowest compared OMol25 entry of this formula, charge and spin): 161.2 kJ/mol
* orbital gap: 4.891 eV
* lowest unoccupied orbital energy: -19.39 eV
* net charge: +3
* HOMO: -24.28 eV

Last column: Mulliken charge in e.
Geometry (Å):
1 Al -0.706 0.206 -3.463  1.3542
2 C -1.055 0.027 1.789  -1.4496
3 C -0.666 0.094 0.354  0.7055
4 C 0.611 -0.738 0.061  -0.7153
5 O 1.128 -0.331 -1.210  -0.1551
6 C 2.081 0.691 -1.026  -0.6256
7 N -1.730 -0.356 -0.533  -0.3340
8 H -2.109 0.218 1.991  0.4290
9 H -0.476 0.750 2.365  0.4469
10 H -0.820 -0.889 2.329  0.4108
11 H -0.490 1.150 0.149  0.2366
12 H 0.521 -1.824 0.045  0.4299
13 H 1.326 -0.609 0.873  0.4605
14 H 1.591 1.533 -0.538  0.4125
15 H 2.476 0.853 -2.029  0.3268
16 H 2.993 0.342 -0.541  0.3677
17 H -2.560 0.155 -0.268  0.3725
18 H -2.114 -1.272 -0.350  0.3269

Cartesian forces, eV/Å:
Al -0.269 -0.139 0.097
C -0.662 -1.860 3.563
C -1.388 1.022 -3.995
C 2.564 -1.329 -0.585
O -0.912 -0.611 2.863
C 1.213 0.203 -2.292
N 0.130 0.626 2.720
H -0.121 0.073 -0.515
H 0.585 0.640 -0.420
H -0.120 -0.417 -0.220
H 0.100 -0.033 -0.439
H -1.159 -0.218 -0.406
H 0.227 0.882 -0.075
H 0.427 0.410 0.174
H -0.348 0.896 -0.082
H -0.074 -0.320 1.107
H -0.861 1.701 -1.337
H 0.669 -1.525 -0.155

=====

(6)
C7H8 | ωB97M-V/def2-TZVPD

* relative energy (zero: lowest compared OMol25 entry of this formula, charge and spin): 678.1 kJ/mol
* orbital gap: 8.555 eV
* lowest unoccupied orbital energy: -0.38 eV
* net charge: 0
* HOMO: -8.93 eV

Last column: Mulliken charge in e.
Geometry (Å):
1 C 1.454 2.185 0.281  -0.6789
2 C 0.514 1.128 0.316  0.7662
3 C -0.029 -2.539 -0.541  -0.7976
4 C -0.126 -1.212 -0.507  -0.1707
5 C -0.668 0.590 1.110  -0.7907
6 C 0.318 2.170 -0.763  -0.9086
7 C 0.364 -0.348 0.572  0.3467
8 H -0.240 -3.212 -1.376  0.2654
9 H 0.313 -3.182 0.341  0.1900
10 H -0.572 -0.676 -1.332  0.3009
11 H -0.748 0.481 2.262  0.2342
12 H -1.628 0.643 0.731  0.3266
13 H -0.685 2.569 -0.712  0.3156
14 H 0.695 2.200 -1.775  0.2748
15 H 1.040 -0.798 1.392  0.3262

Cartesian forces, eV/Å:
C -0.819 0.216 -0.191
C -0.860 -0.405 0.176
C 0.564 -1.537 1.292
C 0.714 -0.881 -0.512
C 1.661 -0.474 3.558
C 0.425 -0.265 0.480
C 0.521 -0.952 1.350
H -0.479 0.754 -0.043
H -0.115 1.410 -1.066
H 0.024 0.053 -0.343
H 0.640 1.132 -1.913
H -1.589 0.087 -1.313
H 0.136 0.487 0.315
H 0.239 -0.324 -0.161
H -1.061 0.699 -1.629